1.
Computed, not measured: a 12-piece molecular cluster, C24H54N6O30 overall at a distorted geometry, with the ωB97M-V functional and the def2-TZVPD basis.

```
! wB97M-V def2-TZVPD RIJCOSX def2/J DEFGRID3
* xyz 0 1
C 1.66 2.18 -5.23
N 1.32 2.47 -3.83
O 1.66 3.53 -3.38
O 0.76 1.59 -3.22
H 2.44 1.43 -5.26
H 1.97 3.09 -5.73
H 0.75 1.79 -5.69
C -0.92 0.16 -0.80
N 0.04 1.07 -0.13
O 0.16 2.19 -0.58
O 0.61 0.67 0.87
H -1.42 0.75 -1.57
H -1.67 -0.14 -0.07
H -0.40 -0.69 -1.22
C 2.37 -2.20 -5.30
N 2.25 -2.46 -3.84
O 3.09 -3.18 -3.35
O 1.33 -1.94 -3.25
H 2.81 -1.21 -5.41
H 1.38 -2.29 -5.73
H 3.00 -2.97 -5.73
C -4.22 2.62 0.53
N -3.41 3.82 0.86
O -2.36 3.99 0.30
O -3.84 4.54 1.73
H -4.56 2.24 1.48
H -3.58 1.91 0.02
H -5.04 2.90 -0.12
C -5.29 -0.31 2.95
N -3.94 0.03 3.43
O -3.09 0.26 2.60
O -3.80 0.11 4.63
H -5.22 -0.46 1.87
H -5.95 0.54 3.11
H -5.65 -1.20 3.44
C -5.07 -2.29 -2.77
N -4.57 -1.34 -1.74
O -5.26 -0.39 -1.49
O -3.53 -1.61 -1.19
H -4.29 -3.02 -2.94
H -5.31 -1.72 -3.67
H -5.96 -2.76 -2.36
C 1.20 3.43 2.56
O 2.52 3.63 3.00
C 2.78 3.34 4.26
O 1.97 3.13 5.11
O 4.10 3.35 4.40
C 4.59 2.84 5.63
H 0.94 2.38 2.59
H 1.16 3.69 1.50
H 0.48 4.04 3.10
H 3.80 2.67 6.35
H 5.29 3.56 6.05
H 5.13 1.90 5.47
C -5.93 2.41 -5.86
O -5.36 2.43 -4.58
C -4.23 3.12 -4.47
O -3.71 3.76 -5.35
O -3.80 3.01 -3.23
C -2.52 3.56 -2.92
H -5.48 1.66 -6.51
H -5.78 3.37 -6.37
H -7.00 2.23 -5.78
H -2.16 3.07 -2.02
H -2.64 4.62 -2.70
H -1.79 3.39 -3.70
C 6.37 0.27 -3.03
O 5.71 1.49 -2.75
C 4.95 1.47 -1.66
O 4.80 0.53 -0.94
O 4.42 2.68 -1.50
C 3.33 2.84 -0.59
H 6.95 -0.07 -2.18
H 6.95 0.48 -3.93
H 5.63 -0.47 -3.35
H 3.31 3.87 -0.28
H 3.40 2.18 0.27
H 2.40 2.59 -1.10
C 2.39 -2.24 -0.29
O 2.31 -2.48 1.12
C 1.11 -2.51 1.65
O 0.07 -2.29 1.09
O 1.26 -2.84 2.91
C 0.07 -3.01 3.67
H 3.37 -2.53 -0.66
H 2.08 -1.24 -0.56
H 1.68 -2.88 -0.82
H 0.38 -3.20 4.70
H -0.53 -3.83 3.28
H -0.54 -2.11 3.67
C -1.94 -4.04 0.11
O -1.97 -4.68 1.38
C -3.16 -4.81 1.95
O -4.22 -4.54 1.46
O -2.99 -5.31 3.17
C -4.17 -5.60 3.89
H -2.75 -4.48 -0.48
H -1.00 -4.25 -0.37
H -2.06 -2.97 0.15
H -4.69 -4.67 4.14
H -3.88 -6.12 4.79
H -4.85 -6.23 3.32
C 3.72 0.17 2.14
O 4.09 -0.91 2.98
C 5.35 -1.33 2.94
O 6.22 -0.87 2.26
O 5.55 -2.35 3.76
C 4.49 -2.74 4.64
H 4.55 0.87 2.05
H 2.82 0.63 2.53
H 3.49 -0.20 1.14
H 4.93 -3.39 5.39
H 3.74 -3.27 4.06
H 4.06 -1.88 5.15
*
```

Results
SMILES: C[N+](=O)[O-].C[N+](=O)[O-].C[N+](=O)[O-].C[N+](=O)[O-].C[N+](=O)[O-].C[N+](=O)[O-].COC(=O)OC.COC(=O)OC.COC(=O)OC.COC(=O)OC.COC(=O)OC.COC(=O)OC
LUMO energy in eV: -0.25
HOMO energy in eV: -9.99

2.
Computed, not measured: C25H38Ge2NO2PtS2 as an isolated structure at a distorted geometry, with the ωB97M-V functional and the def2-TZVPD basis.

```
! wB97M-V def2-TZVPD RIJCOSX def2/J DEFGRID3
* xyz 1 1
Pt 0.20 0.42 -0.08
C 0.84 3.48 0.66
C -0.57 3.75 0.15
Ge -1.04 2.26 -1.12
C -2.97 1.84 -1.51
C -3.07 0.54 -2.31
C -0.15 2.66 -2.83
C 1.00 2.10 -3.22
Ge 1.64 0.60 -2.02
C 1.53 -1.09 -3.18
C 0.12 -1.25 -3.73
C 3.39 1.27 -1.18
C 4.64 1.29 -2.04
C 1.77 2.50 -4.40
C 1.49 3.68 -5.10
C 2.23 4.03 -6.21
C 3.28 3.24 -6.64
C 3.58 2.08 -5.95
C 2.83 1.72 -4.84
H 1.10 4.15 1.48
H 1.56 3.62 -0.14
H 0.92 2.45 1.03
H -0.61 4.70 -0.39
H -1.28 3.80 0.97
H -3.35 2.67 -2.10
H -3.56 1.78 -0.60
H -2.41 0.59 -3.18
H -4.08 0.37 -2.66
H -2.76 -0.30 -1.69
H -0.65 3.41 -3.43
H 1.80 -1.98 -2.61
H 2.23 -1.01 -4.01
H -0.60 -1.32 -2.92
H 0.04 -2.15 -4.33
H -0.14 -0.40 -4.36
H 3.56 0.71 -0.26
H 3.17 2.30 -0.88
H 4.94 0.29 -2.36
H 5.46 1.72 -1.46
H 4.48 1.91 -2.91
H 0.69 4.32 -4.77
H 1.98 4.94 -6.74
H 3.86 3.52 -7.51
H 4.40 1.45 -6.26
H 3.07 0.81 -4.32
O -1.37 1.21 1.49
N -2.07 0.36 2.17
C -2.79 0.79 3.22
C -3.50 -0.07 4.01
C -3.47 -1.44 3.73
C -2.76 -1.87 2.63
C -2.07 -0.96 1.84
S -1.23 -1.50 0.44
H -2.74 1.86 3.40
H -4.03 0.32 4.86
H -3.99 -2.15 4.35
H -2.72 -2.91 2.36
O 1.97 -0.86 0.90
S 2.22 -1.91 -0.14
C 4.01 -2.34 -0.06
C 4.12 -3.84 0.21
C 2.76 -4.45 -0.12
C 1.76 -3.54 0.57
H 4.45 -1.73 0.72
H 4.44 -2.07 -1.02
H 4.35 -4.02 1.26
H 4.91 -4.29 -0.39
H 2.69 -5.49 0.21
H 2.59 -4.43 -1.20
H 1.93 -3.49 1.65
H 0.72 -3.76 0.34
*
```

Results
LUMO energy (spin up / spin down) in eV: -5.71 / -5.51
Relative energy (zero: lowest compared OMol25 entry of this formula, charge and spin) in kcal/mol: 57.0
HOMO energy (spin up / spin down) in eV: -10.68 / -10.69

3.
Computed, not measured: one molecule with the formula C3H6O at a distorted geometry, with the ωB97M-V functional and the def2-TZVPD basis.

```
! wB97M-V def2-TZVPD RIJCOSX def2/J DEFGRID3
* xyz 0 1
C -0.32 -0.67 1.33
C -0.57 0.41 0.59
C 0.02 0.42 -0.81
O 0.93 -0.65 -1.15
H -0.84 -0.94 2.24
H 0.26 -1.44 0.82
H -1.11 1.27 0.96
H 0.71 1.26 -0.94
H -0.80 0.55 -1.53
H 1.70 -0.22 -1.51
*
```

Results
SMILES: C=CCO
LUMO energy in eV: 0.93
Relative energy (zero: lowest compared OMol25 entry of this formula, charge and spin) in kcal/mol: 32.5
HOMO energy in eV: -9.63

4.
Computed, not measured: a 8-piece molecular cluster, C24H63O23P5 overall at a distorted geometry, with the ωB97M-V functional and the def2-TZVPD basis.

```
! wB97M-V def2-TZVPD RIJCOSX def2/J DEFGRID3
* xyz 0 1
C 28.93 47.72 37.05
O 30.18 47.78 37.70
P 30.99 46.39 38.14
O 30.11 45.19 38.11
O 31.79 46.43 36.74
C 31.54 45.49 35.72
O 32.35 46.44 38.88
C 32.69 45.60 39.95
H 29.31 47.46 36.16
H 28.36 48.76 37.12
H 28.34 46.97 37.44
H 31.95 46.02 34.86
H 30.28 45.56 35.34
H 32.07 44.52 35.77
H 33.56 46.29 40.22
H 32.75 44.65 39.51
H 31.90 45.49 40.83
C 28.65 43.82 29.69
O 29.94 44.29 30.06
P 30.28 44.62 31.58
O 29.30 44.22 32.63
O 31.55 43.67 31.98
C 31.37 42.39 32.23
O 31.15 45.95 32.10
C 31.79 46.86 31.22
H 28.39 42.80 30.02
H 28.52 43.99 28.62
H 27.89 44.42 30.23
H 31.64 42.15 33.20
H 31.95 41.80 31.43
H 30.55 41.92 31.72
H 32.69 46.38 30.73
H 32.18 47.82 31.95
H 31.29 46.89 30.28
C 29.26 40.49 34.33
O 28.94 41.86 34.20
P 27.46 42.28 33.86
O 26.66 41.31 34.54
O 27.17 43.67 34.74
C 27.71 43.79 36.01
O 27.08 42.29 32.29
C 26.59 41.32 31.53
H 30.31 40.54 34.36
H 28.94 40.04 33.51
H 28.98 40.00 35.24
H 28.71 43.93 35.80
H 27.66 43.04 36.72
H 27.34 44.62 36.14
H 27.03 41.33 30.58
H 25.41 41.43 31.34
H 26.60 40.41 32.12
C 21.77 47.23 27.24
O 22.09 47.13 28.61
P 22.13 45.68 29.34
O 21.79 45.88 30.77
O 21.11 44.66 28.66
C 20.62 43.63 29.42
O 23.65 45.04 29.23
C 24.58 45.62 30.03
H 20.75 46.90 26.92
H 22.41 46.73 26.46
H 21.64 48.17 26.87
H 20.13 42.85 28.90
H 19.91 43.81 30.12
H 21.48 42.96 29.87
H 25.47 45.18 29.84
H 24.43 45.40 31.20
H 24.73 46.63 29.92
C 29.87 49.07 33.16
O 29.02 49.21 31.98
P 28.03 48.11 31.43
O 28.64 46.84 31.00
O 27.03 47.70 32.66
C 27.13 46.47 33.32
O 27.07 48.57 30.06
C 27.45 48.07 28.82
H 30.00 48.04 33.35
H 29.14 49.20 33.98
H 30.68 49.54 33.00
H 27.06 45.53 32.60
H 26.60 46.31 34.17
H 28.22 46.14 33.46
H 27.15 48.84 27.98
H 27.07 47.10 28.66
H 28.52 48.14 28.63
C 26.92 40.38 27.31
C 25.46 41.13 27.61
C 25.39 42.61 27.52
O 24.44 40.45 27.61
H 27.31 40.12 28.20
H 27.63 40.95 26.85
H 26.46 39.48 26.74
H 25.74 42.84 26.48
H 26.10 43.16 28.13
H 24.34 42.72 27.76
C 30.73 46.95 26.90
C 31.85 45.90 27.29
C 31.56 44.57 27.02
O 32.96 46.36 27.72
H 31.32 47.85 27.01
H 30.05 46.83 27.71
H 30.27 46.78 25.95
H 32.60 43.90 27.23
H 31.29 44.29 25.91
H 30.58 44.27 27.41
C 35.32 46.11 35.72
C 35.45 46.69 34.25
C 34.31 46.71 33.38
O 36.49 47.21 33.91
H 35.76 45.06 35.72
H 34.32 46.22 36.14
H 35.92 46.73 36.29
H 33.41 47.38 33.74
H 34.10 45.52 33.30
H 34.54 46.92 32.29
*
```

Results
SMILES: COP(=O)(OC)OC.COP(=O)(OC)OC.COP(=O)(OC)OC.COP(=O)(OC)OC.COP(=O)(OC)OC.CC(C)=O.CC(C)=O.CC(C)=O
LUMO energy in eV: 0.01
Relative energy (zero: lowest compared OMol25 entry of this formula, charge and spin) in kcal/mol: 16.5
HOMO energy in eV: -9.44

5.
Computed, not measured: an isolated ion of composition CH7N4 and charge +1 at a distorted geometry, with the ωB97M-V functional and the def2-TZVPD basis.

```
! wB97M-V def2-TZVPD RIJCOSX def2/J DEFGRID3
* xyz 1 1
C 1.77 -0.36 0.03
N 0.43 -0.79 0.10
N -0.61 -0.01 0.07
N -1.76 -0.69 0.08
N -0.70 1.29 0.11
H 2.07 -0.43 -1.02
H 2.43 -1.04 0.48
H 1.93 0.52 0.52
H -1.57 -1.74 -0.06
H -2.70 -0.33 -0.13
H 0.19 1.75 0.11
H -1.48 1.84 -0.27
*
```

Results
SMILES: CN=[N+](N)N
LUMO energy in eV: -4.78
Relative energy (zero: lowest compared OMol25 entry of this formula, charge and spin) in kcal/mol: 56.3
HOMO energy in eV: -14.90

6.
Computed, not measured: one molecule with the formula C6H10, with the ωB97M-V functional and the def2-TZVPD basis.

```
! wB97M-V def2-TZVPD RIJCOSX def2/J DEFGRID3
* xyz 0 1
C 1.27 -1.32 1.43
C 0.80 -0.35 0.35
C -0.55 -0.75 -0.28
C -1.08 0.23 -1.27
C -1.19 1.58 -1.01
C -1.41 2.55 -0.12
H 0.53 -1.41 2.24
H 2.21 -0.98 1.88
H 1.44 -2.33 1.03
H 0.69 0.65 0.79
H 1.57 -0.27 -0.43
H -0.46 -1.74 -0.76
H -1.30 -0.81 0.51
H -0.55 1.66 -1.95
H -1.26 -0.09 -2.30
H -0.71 3.38 -0.11
*
```

Results
LUMO energy (spin up / spin down) in eV: -0.35 / -0.34
Relative energy (zero: lowest compared OMol25 entry of this formula, charge and spin) in kcal/mol: 113.5
HOMO energy (spin up / spin down) in eV: -7.84 / -7.95

7.
Computed, not measured: a 2-piece molecular cluster, C22H38N2O overall at a distorted geometry, with the ωB97M-V functional and the def2-TZVPD basis.

```
! wB97M-V def2-TZVPD RIJCOSX def2/J DEFGRID3
* xyz 0 1
C -0.46 0.29 -1.00
C -0.13 -0.20 -2.48
C 0.68 -1.52 -2.68
C 1.07 -2.03 -4.09
C 0.66 -1.21 -5.34
C -0.18 0.08 -5.12
C -0.59 0.61 -3.70
C -1.41 1.98 -3.67
N -2.45 2.07 -2.63
C -3.33 0.88 -2.61
C -3.90 0.44 -4.04
C -4.84 -0.89 -3.95
C -3.94 -2.21 -3.68
C -5.92 -0.82 -2.76
H -0.73 1.39 -0.94
H 0.37 0.00 -0.26
H -1.39 -0.31 -0.66
H 0.99 -2.14 -1.77
H 1.68 -2.99 -4.19
H 0.93 -1.48 -6.41
H -0.48 0.69 -6.04
H -0.64 2.82 -3.43
H -1.79 2.21 -4.74
H -4.23 1.16 -1.95
H -2.87 -0.05 -2.13
H -3.08 0.15 -4.80
H -4.53 1.25 -4.55
H -5.43 -1.06 -4.93
H -4.53 -3.15 -4.01
H -3.81 -2.34 -2.53
H -2.93 -2.19 -4.21
H -6.59 0.10 -2.80
H -5.35 -0.75 -1.76
H -6.58 -1.76 -2.70
C 3.80 0.55 5.66
C 2.37 0.22 5.16
C 2.32 -1.23 4.63
C 2.98 -1.40 3.27
C 2.41 -0.41 2.26
C 2.49 1.05 2.76
N 1.94 1.22 4.14
O 0.59 1.15 4.05
C 3.96 1.54 2.69
C 1.77 1.97 1.73
C 1.54 0.29 6.47
H 4.58 0.38 4.92
H 3.86 1.59 5.99
H 4.07 -0.08 6.51
H 1.27 -1.56 4.55
H 2.79 -1.91 5.35
H 4.07 -1.28 3.37
H 2.82 -2.42 2.91
H 2.95 -0.51 1.32
H 1.37 -0.68 2.06
H 4.09 2.48 3.22
H 4.26 1.71 1.65
H 4.68 0.81 3.06
H 0.73 1.68 1.57
H 2.26 1.91 0.75
H 1.80 3.02 2.05
H 1.53 1.30 6.88
H 1.95 -0.38 7.23
H 0.50 -0.03 6.33
*
```

Results
LUMO energy in eV: -3.85
HOMO energy in eV: -5.68

8.
Computed, not measured: C13H28CeN3 as an isolated structure at a distorted geometry, with the ωB97M-V functional and the def2-TZVPD basis.

```
! wB97M-V def2-TZVPD RIJCOSX def2/J DEFGRID3
* xyz 1 1
C -1.44 0.68 -3.18
Ce 0.44 1.18 -2.01
N 2.50 0.56 -0.38
N 2.02 -0.25 -3.85
H 2.31 -0.33 0.07
H 1.45 2.50 -1.29
H -2.18 1.49 -2.97
H -1.94 -0.29 -3.17
H -1.13 0.90 -4.23
H 2.33 -1.15 -3.47
H 2.86 0.28 -4.08
H 1.54 -0.45 -4.74
H 3.44 0.56 -0.80
H 2.46 1.29 0.33
C -0.28 -0.03 4.49
C -0.25 0.53 3.09
C 0.08 1.88 2.90
C -0.02 2.47 1.64
C 0.37 3.91 1.48
C -0.53 1.71 0.58
C -0.57 0.28 0.68
C -0.56 -0.26 1.99
N -0.48 -0.46 -0.49
C -0.78 -1.92 -0.51
C 0.33 -2.70 0.19
C -2.13 -2.24 0.12
C -0.83 -2.42 -1.95
H 0.68 0.11 5.00
H -1.04 0.48 5.11
H -0.52 -1.10 4.50
H 0.38 2.48 3.77
H -0.38 4.58 1.93
H 1.32 4.13 1.98
H 0.47 4.18 0.42
H -1.00 2.22 -0.29
H -0.76 -1.32 2.17
H 0.45 -2.41 1.24
H 0.08 -3.76 0.17
H 1.29 -2.56 -0.31
H -2.94 -1.72 -0.41
H -2.31 -3.32 0.04
H -2.20 -1.98 1.18
H -1.71 -2.04 -2.48
H 0.06 -2.17 -2.53
H -0.92 -3.51 -1.93
*
```

Results
LUMO energy (spin up / spin down) in eV: -3.71 / -3.71
HOMO energy (spin up / spin down) in eV: -10.20 / -10.20

9.
Computed, not measured: one molecule with the formula C15H23N5O3 at a distorted geometry, with the ωB97M-V functional and the def2-TZVPD basis.

```
! wB97M-V def2-TZVPD RIJCOSX def2/J DEFGRID3
* xyz 0 1
C 4.47 -0.18 4.91
C 4.25 0.95 3.91
C 4.09 0.47 2.47
C 2.81 -0.33 2.26
N 2.66 -0.68 0.88
N 3.50 -0.31 -0.11
N 3.06 -0.81 -1.19
N 1.95 -1.51 -1.00
C 1.68 -1.43 0.29
N 0.69 -2.05 0.97
C -0.46 -2.53 0.20
C -1.29 -1.38 -0.31
C -2.27 -0.81 0.49
C -2.97 0.32 0.07
O -3.90 0.73 0.98
C -4.67 1.89 0.78
C -2.69 0.89 -1.17
O -3.41 1.99 -1.59
C -2.71 3.08 -2.15
C -1.70 0.29 -1.99
O -1.48 0.87 -3.20
C -0.47 0.33 -4.03
C -1.01 -0.82 -1.54
H 3.59 -0.81 4.99
H 5.31 -0.80 4.61
H 4.68 0.23 5.90
H 3.37 1.53 4.20
H 5.11 1.63 3.95
H 4.08 1.33 1.80
H 4.95 -0.15 2.19
H 1.94 0.26 2.58
H 2.83 -1.26 2.85
H 0.43 -1.60 1.84
H -1.03 -3.19 0.85
H -0.05 -3.10 -0.64
H -2.51 -1.22 1.45
H -5.34 1.94 1.64
H -5.27 1.83 -0.14
H -4.06 2.79 0.75
H -2.50 2.92 -3.21
H -1.77 3.26 -1.62
H -3.37 3.94 -2.03
H 0.51 0.35 -3.54
H -0.45 0.97 -4.91
H -0.71 -0.69 -4.33
H -0.24 -1.27 -2.15
*
```

Results
SMILES: CCCCn1nnnc1NCc1cc(OC)c(OC)c(OC)c1
LUMO energy in eV: 0.56
Relative energy (zero: lowest compared OMol25 entry of this formula, charge and spin) in kcal/mol: 97.3
HOMO energy in eV: -8.23

Energy values (in Ha) by entry order: -3532.06364, -6249.82661, -193.09148, -4389.34513, -260.93510, -234.42171, -1045.37433, -1151.20707, -1084.79633.